No. 1
The following is a DFT calculation (ωB97M-V/def2-TZVPD) of C23H22IrNO3PS3 as an isolated structure at a distorted geometry.

Values from the calculation:
Charge ... -1
Strongest force on any atom ... 1.1 eV/Å
Calculated total energy ... -76477.7877 eV
ΔE to the lowest compared entry with this formula, charge and spin ... 19.0 kcal per mole
E_LUMO ... 2.57 eV
E_HOMO ... -3.11 eV
Multiplicity ... 1

Structure (XYZ):
```
54
Properties=species:S:1:pos:R:3:forces:R:3
Ir -0.119 0.093 0.301 -0.124 0.976 0.558
O 0.409 0.636 2.283 -0.076 -0.472 -0.136
N 1.616 0.256 2.695 0.122 -0.091 -0.054
C 1.755 -0.051 3.998 -0.055 0.003 0.021
C 2.975 -0.378 4.523 0.037 0.023 -0.005
C 4.081 -0.407 3.667 -0.041 -0.002 0.000
C 3.913 -0.115 2.338 0.010 0.025 0.037
C 2.652 0.228 1.818 -0.005 -0.048 -0.020
S 2.376 0.600 0.176 -0.413 -0.210 -0.486
H 0.834 -0.008 4.558 -0.017 -0.006 -0.032
H 3.056 -0.612 5.574 -0.001 -0.019 -0.005
H 5.058 -0.676 4.047 0.006 0.002 -0.010
H 4.738 -0.150 1.641 0.003 0.007 -0.001
O -2.101 0.727 -3.285 0.084 -0.006 -0.011
C -1.343 0.816 -2.330 0.021 0.101 -0.006
O -0.917 -0.169 -1.620 0.288 -0.188 0.209
C -0.805 2.208 -1.928 -0.067 -0.053 0.021
P -0.846 2.285 -0.119 -0.261 -0.705 0.138
C -2.593 2.507 0.332 0.034 0.149 0.005
C -3.624 2.609 -0.593 0.008 -0.037 0.001
C -4.936 2.755 -0.155 0.005 -0.005 -0.015
C -5.219 2.798 1.200 0.001 0.007 -0.002
C -4.191 2.677 2.128 -0.025 -0.010 0.005
C -2.886 2.526 1.696 0.012 0.031 -0.055
C -0.141 3.919 0.299 0.179 -0.118 0.131
C -0.927 5.069 0.331 -0.003 0.005 -0.042
C -0.354 6.301 0.610 -0.017 0.001 0.001
C 1.007 6.397 0.869 0.008 0.005 -0.010
C 1.794 5.255 0.847 -0.019 0.006 0.005
C 1.223 4.021 0.566 -0.015 -0.003 0.011
H -1.330 3.018 -2.431 -0.032 -0.056 -0.060
H 0.253 2.235 -2.202 0.012 0.057 0.022
H -3.420 2.538 -1.654 -0.001 0.014 -0.001
H -5.737 2.823 -0.880 0.002 -0.008 -0.001
H -6.243 2.908 1.536 0.002 -0.009 0.006
H -4.415 2.674 3.188 0.016 0.013 0.003
H -2.080 2.392 2.410 -0.030 0.001 0.027
H -1.991 5.001 0.139 -0.001 0.003 0.010
H -0.975 7.189 0.632 0.002 0.001 -0.002
H 1.450 7.360 1.089 0.002 -0.003 0.007
H 2.854 5.320 1.057 0.002 -0.004 -0.008
H 1.832 3.124 0.559 0.003 0.001 -0.001
C -3.600 -2.957 0.559 0.060 0.059 0.013
C -2.228 -2.327 0.561 0.014 -0.114 0.047
S -2.175 -0.672 1.151 0.231 0.396 -0.551
C -1.122 -2.967 0.172 -0.039 -0.115 0.095
C -1.129 -4.393 -0.312 0.055 0.056 0.037
S 0.465 -2.214 0.231 0.089 0.395 0.121
H -4.309 -2.308 1.074 -0.016 -0.017 0.005
H -3.602 -3.928 1.060 -0.019 -0.005 -0.008
H -3.969 -3.098 -0.461 -0.013 0.007 0.001
H -2.121 -4.699 -0.646 -0.006 -0.011 0.010
H -0.809 -5.077 0.482 0.000 -0.015 -0.015
H -0.435 -4.512 -1.145 -0.011 -0.013 -0.012
```
Positions in Å, forces in eV/Å.

No. 2
The following is a DFT calculation (ωB97M-V/def2-TZVPD) of C14H20BO3STl as an isolated structure.

Values from the calculation:
Strongest force on any atom ... 0.9 eV/Å
Calculated total energy ... -37190.5135 eV
E_LUMO ... 0.35 eV
E_HOMO ... -6.53 eV
Multiplicity ... 1

Structure (XYZ):
```
40
Properties=species:S:1:pos:R:3:forces:R:3
Tl 2.234 0.475 2.664 -0.112 -0.070 0.247
O 0.661 -0.002 4.808 -0.261 -0.022 0.212
S -0.676 -0.315 5.433 0.259 -0.062 -0.533
C -1.213 1.224 6.241 -0.077 0.122 0.065
C -1.240 0.996 7.752 0.034 0.019 -0.020
C -0.122 -0.002 8.040 0.014 -0.012 -0.029
C -0.321 -1.111 7.015 0.068 -0.083 0.148
H -2.166 1.531 5.815 0.006 0.026 0.027
H -0.440 1.933 5.942 -0.021 0.003 0.025
H -2.201 0.574 8.053 0.000 -0.004 0.003
H -1.111 1.934 8.291 -0.001 0.016 -0.004
H -0.153 -0.382 9.061 -0.012 -0.014 -0.001
H 0.852 0.467 7.887 -0.008 0.003 -0.002
H -1.179 -1.742 7.256 0.014 0.027 0.017
H 0.549 -1.741 6.834 -0.020 -0.018 0.037
C -0.372 0.990 -6.012 -0.003 0.028 -0.030
C -0.262 -0.344 -5.263 0.038 0.016 0.060
C 0.612 -1.312 -6.073 0.017 -0.022 -0.029
C -1.662 -0.946 -5.152 -0.044 -0.014 0.007
C 0.375 -0.108 -3.891 -0.015 -0.011 0.008
C 1.664 0.432 -3.817 0.017 0.011 0.061
C 2.309 0.674 -2.606 -0.023 -0.003 -0.137
C 1.618 0.355 -1.460 0.310 0.120 0.311
O 1.998 0.479 -0.135 -0.354 -0.122 -0.773
B 0.894 -0.003 0.632 0.478 0.197 0.575
O -0.118 -0.404 -0.234 0.052 0.033 -0.371
C 0.352 -0.174 -1.515 -0.361 -0.162 0.225
C -0.297 -0.418 -2.704 0.004 0.012 -0.126
H -0.854 0.840 -6.981 0.015 0.009 0.010
H 0.609 1.435 -6.190 -0.014 -0.014 0.012
H -0.965 1.707 -5.440 -0.003 -0.020 -0.010
H 0.151 -1.511 -7.044 0.016 0.006 0.010
H 0.729 -2.261 -5.547 -0.015 0.012 -0.008
H 1.607 -0.903 -6.252 -0.019 -0.003 0.011
H -2.070 -1.098 -6.153 0.000 0.000 0.015
H -2.344 -0.287 -4.611 0.016 -0.004 -0.015
H -1.648 -1.915 -4.648 0.011 0.014 -0.014
H 2.190 0.675 -4.732 -0.013 -0.007 0.015
H 3.306 1.093 -2.568 -0.009 -0.009 0.002
H -1.294 -0.834 -2.695 0.018 0.001 0.002
```
Positions in Å, forces in eV/Å.